w | A cluster of 2 separate species, C4H11N3O2 in total. Source: OMol25; level of theory: wB97M-V/def2-TZVPD.

XYZ file:
```
20
C4H11N3O2, DFT wB97M-V/def2-TZVPD
H -2.7337 4.4124 0.1967
N -1.8980 3.8478 0.1353
C -1.7462 2.8478 -0.6155
N -2.7637 2.3435 -1.4509
N -0.5093 2.1822 -0.6124
C -0.5641 0.8277 0.0907
H -2.6952 2.5778 -2.4286
H -3.1108 1.4079 -1.3120
H 0.2032 2.7616 -0.1950
H -1.0379 0.7305 1.0659
H 0.5127 0.6696 0.1787
H -0.9508 0.2142 -0.7229
C 2.6311 -1.8520 0.7498
C 1.7683 -3.0159 0.7503
O 0.8898 -3.2115 1.5448
O 1.9915 -3.7629 -0.3671
H 3.0004 -1.5627 1.7376
H 2.1869 -1.0682 0.1538
H 3.5764 -1.8834 0.2225
H 1.5283 -4.6290 -0.4080
```

Output
- SMILES = [H]/N=C(\N)NC.CC(=O)O
- M (g/mol) = 133.2
- HOMO energy (eV) = -8.99
- total charge = 0

How positive or negative is each atom? The natural (NBO) charges in e answer that:
1 H 0.36
2 N -0.69
3 C 0.56
4 N -0.92
5 N -0.64
6 C -0.43
7 H 0.39
8 H 0.38
9 H 0.38
10 H 0.20
11 H 0.20
12 H 0.20
13 C -0.75
14 C 0.79
15 O -0.57
16 O -0.70
17 H 0.25
18 H 0.25
19 H 0.24
20 H 0.50

=====

x | A structure of composition C4H11N3O2. Source: OMol25; level of theory: wB97M-V/def2-TZVPD.

XYZ file:
```
20
C4H11N3O2, DFT wB97M-V/def2-TZVPD
C -1.5546 -0.2116 1.2933
C -1.3853 -0.3548 -1.5648
C -0.8564 0.7266 0.3421
O -1.0909 1.8947 0.1203
H -2.6261 -0.0477 1.2115
H -1.1804 0.0086 2.2952
H -1.3209 -1.2513 1.0938
H -2.2762 0.2637 -1.4456
H -1.1615 -0.2514 -2.6234
H -1.5844 -1.3833 -1.2825
C 0.7572 0.2557 0.1403
N 2.2504 -1.4613 0.7943
N 1.6442 1.3825 0.1374
O 1.1107 -0.6606 1.1426
N 0.4644 -0.3275 -1.0838
H 2.0103 -1.9108 -0.0914
H 3.0109 -0.8053 0.6050
H 1.2145 2.1657 -0.3490
H 1.8054 1.6770 1.0959
H 0.7687 0.2908 -1.8313
```

Output
- M (g/mol) = 133.2
- HOMO energy (eV) = -8.51
- total charge = 0

How positive or negative is each atom? The natural (NBO) charges in e answer that:
1 C -0.72
2 C -0.47
3 C 0.61
4 O -0.60
5 H 0.22
6 H 0.26
7 H 0.24
8 H 0.23
9 H 0.21
10 H 0.21
11 C 0.37
12 N -0.50
13 N -0.87
14 O -0.42
15 N -0.58
16 H 0.34
17 H 0.34
18 H 0.38
19 H 0.38
20 H 0.37

=====

y | A cluster of 2 separate species, C4H11N3O2 in total. Source: OMol25; level of theory: wB97M-V/def2-TZVPD.

XYZ file:
```
20
C4H11N3O2, DFT wB97M-V/def2-TZVPD
H 1.0314 -0.5170 3.7680
N 1.1290 -0.3135 2.8117
C 1.2343 0.9109 2.3850
N 1.1916 1.9277 3.2747
N 1.4657 1.1846 1.0610
C 1.2629 0.2676 -0.0902
H 1.7221 1.8840 4.0691
H 0.6934 2.8176 3.2205
H 1.3270 2.2039 0.8708
H 2.2233 -0.2225 -0.4059
H 0.9742 0.8019 -0.9801
H 0.4609 -0.6126 0.2800
C -0.7173 -0.1295 -2.8042
C -1.7257 -1.0039 -2.1663
O -2.6391 -0.6993 -1.5373
O -1.3628 -2.2464 -2.6558
H -1.2886 0.3474 -3.6537
H 0.0163 -0.6094 -3.3476
H -0.1647 0.5548 -1.9155
H -1.8093 -2.9436 -2.3387
```

Output
- SMILES = [H]/N=C(\N)NC.CC(=O)O
- M (g/mol) = 133.2
- HOMO energy (eV) = -8.50
- total charge = 0

How positive or negative is each atom? The natural (NBO) charges in e answer that:
1 H 0.35
2 N -0.80
3 C 0.57
4 N -0.87
5 N -0.61
6 C -0.40
7 H 0.39
8 H 0.39
9 H 0.38
10 H 0.20
11 H 0.18
12 H 0.23
13 C -0.72
14 C 0.80
15 O -0.54
16 O -0.71
17 H 0.24
18 H 0.23
19 H 0.22
20 H 0.48

=====

z | A cluster of 2 separate species, C4H11N3O2 in total. Source: OMol25; level of theory: wB97M-V/def2-TZVPD.

XYZ file:
```
20
C4H11N3O2, DFT wB97M-V/def2-TZVPD
C 2.1032 1.4235 0.0078
N 0.7794 1.2055 0.5159
C 0.4755 0.2935 1.3324
N -0.8191 0.1953 1.8510
N 1.3171 -0.7215 1.7580
H 2.2360 0.9176 -0.9514
H 2.8758 0.9670 0.6359
H 2.2572 2.4866 -0.0973
H -1.2920 1.0928 1.7693
H -0.7820 -0.0371 2.8388
H 2.0655 -1.0351 1.1545
H 0.8422 -1.4993 2.1874
C -2.2898 -1.0827 -1.2504
C -0.9279 -0.6470 -1.7369
O 0.0618 -1.3180 -1.7749
O -0.9651 0.6593 -2.1110
H -3.0211 -0.2970 -1.1677
H -2.1188 -1.7170 -0.3911
H -2.6709 -1.7552 -2.0236
H -0.1270 0.8689 -2.5469
```

Output
- SMILES = CN=C(N)N.CC(=O)O
- M (g/mol) = 133.2
- HOMO energy (eV) = -8.63
- total charge = 0

How positive or negative is each atom? The natural (NBO) charges in e answer that:
1 C -0.43
2 N -0.56
3 C 0.58
4 N -0.83
5 N -0.85
6 H 0.19
7 H 0.17
8 H 0.20
9 H 0.39
10 H 0.37
11 H 0.40
12 H 0.38
13 C -0.73
14 C 0.81
15 O -0.61
16 O -0.68
17 H 0.24
18 H 0.25
19 H 0.24
20 H 0.49

=====

Relative to the most stable one, in kcal/mol, the structures come out at w 32.2; x 125.8; y 56.2; z 0.0.

=====

w | A cluster of 13 separate species, H26O13 in total. Source: OMol25; level of theory: wB97M-V/def2-TZVPD.

XYZ file:
```
39
H26O13, DFT wB97M-V/def2-TZVPD
H 0.9650 -0.9479 1.2569
H -0.0526 0.1409 0.9582
H 3.6621 -0.0136 1.2034
H 4.6748 0.2426 0.0995
H -3.0541 1.2921 -2.7443
H -2.1444 0.0786 -2.8441
H -2.2037 -3.8235 3.5184
H -2.1164 -2.7328 2.4636
H 2.2448 -2.1617 -0.7502
H 1.8064 -0.8366 -1.3519
H -1.2949 1.4246 -0.7335
H -0.3092 1.1534 -1.8582
H 2.4493 1.6725 -0.7411
H 2.6222 1.1643 0.6808
H 0.6039 -4.5203 0.7130
H 0.3101 -4.9489 2.1413
H -2.1848 3.2867 -1.3641
H -2.5939 4.0475 -2.6146
H 0.0070 2.6697 1.4512
H 1.4343 2.2137 1.7061
H -2.7686 -3.5166 -1.3466
H -2.7590 -3.4119 0.1697
H 1.2966 4.0334 -0.3478
H 0.5057 5.3160 -0.1488
H -3.0518 -0.9290 0.7755
H -1.8376 -1.7476 0.3683
O 0.8223 -0.1724 0.7025
O 4.5522 0.3238 1.0520
O -2.8775 0.4388 -2.3324
O -2.2029 -2.8653 3.4144
O 2.3758 -1.5960 -1.5196
O -0.6729 0.7625 -1.0558
O 3.1197 1.3683 -0.1191
O 0.7687 -4.2729 1.6299
O -1.9766 3.3771 -2.3008
O 0.8830 3.0037 1.6749
O -2.2105 -3.2520 -0.6066
O 0.6636 4.6119 -0.7878
O -2.7713 -1.6207 0.1657
```

Output
- M (g/mol) = 234.2
- HOMO energy (eV) = -10.08
- total charge = 0

How positive or negative is each atom? The natural (NBO) charges in e answer that:
1 H 0.48
2 H 0.48
3 H 0.44
4 H 0.49
5 H 0.47
6 H 0.47
7 H 0.47
8 H 0.46
9 H 0.46
10 H 0.48
11 H 0.46
12 H 0.48
13 H 0.46
14 H 0.46
15 H 0.48
16 H 0.47
17 H 0.46
18 H 0.48
19 H 0.46
20 H 0.47
21 H 0.48
22 H 0.48
23 H 0.48
24 H 0.47
25 H 0.44
26 H 0.47
27 O -0.96
28 O -0.92
29 O -0.94
30 O -0.93
31 O -0.94
32 O -0.94
33 O -0.93
34 O -0.95
35 O -0.94
36 O -0.93
37 O -0.94
38 O -0.95
39 O -0.92

=====

x | A cluster of 13 separate species, H26O13 in total. Source: OMol25; level of theory: wB97M-V/def2-TZVPD.

XYZ file:
```
39
H26O13, DFT wB97M-V/def2-TZVPD
O 3.1476 0.0189 0.3330
H 2.3276 0.5792 0.3391
H 2.9458 -0.7555 0.9158
O 2.8276 -0.1896 -2.4474
H 3.7598 -0.1299 -2.7137
H 2.8081 -0.3226 -1.4976
O -1.0301 0.0487 -1.3215
H -1.7707 0.6045 -1.6121
H -0.4656 0.2293 -2.0808
O 2.8346 -2.4424 1.7649
H 2.3271 -2.9702 1.1022
H 3.3562 -3.0995 2.2423
O 0.4217 -1.3921 3.9179
H -0.0343 -2.1153 3.4575
H 1.2518 -1.3955 3.3644
O -2.3709 -0.3225 3.0126
H -1.4478 -0.3581 3.3739
H -2.3866 -1.0164 2.3525
O -0.9416 3.3899 -0.7987
H -1.1246 2.9422 0.0326
H -0.1601 3.9185 -0.5600
O 0.6014 0.7248 -3.5835
H 1.4078 0.8656 -3.1471
H 0.4157 1.5730 -4.0446
O 0.7282 -2.3392 -0.0940
H 0.6161 -2.2077 -1.0405
H 1.1328 -1.4982 0.1269
O -2.0050 -2.0791 0.7118
H -2.2273 -1.8531 -0.2477
H -1.0671 -2.3128 0.7026
O -2.3763 1.6762 0.8312
H -3.2110 1.9970 0.5039
H -2.4915 0.8278 1.2732
O 0.4675 0.7425 0.7850
H -0.1460 0.3888 0.1154
H 0.1851 0.4233 1.6783
O -2.5905 2.4411 -2.8739
H -2.1616 2.9173 -2.1301
H -3.5540 2.4909 -2.7436
```

Output
- M (g/mol) = 234.2
- HOMO energy (eV) = -11.17
- total charge = 0

How positive or negative is each atom? The natural (NBO) charges in e answer that:
1 O -1.00
2 H 0.51
3 H 0.49
4 O -0.99
5 H 0.48
6 H 0.50
7 O -1.00
8 H 0.50
9 H 0.51
10 O -0.99
11 H 0.51
12 H 0.49
13 O -0.95
14 H 0.47
15 H 0.49
16 O -0.98
17 H 0.48
18 H 0.49
19 O -0.98
20 H 0.51
21 H 0.48
22 O -0.96
23 H 0.49
24 H 0.48
25 O -0.97
26 H 0.50
27 H 0.48
28 O -1.00
29 H 0.50
30 H 0.50
31 O -0.98
32 H 0.47
33 H 0.51
34 O -1.01
35 H 0.51
36 H 0.48
37 O -0.98
38 H 0.51
39 H 0.47

=====

Relative to the most stable one, in kcal/mol, the structures come out at w 130.1; x 0.0.